Entry 1:
Below is an isolated molecule of C4H6N2O, with properties calculated with the ωB97M-V functional and the def2-TZVPD basis.

Its spin multiplicity is 1. Its net charge is 0. The value obtained for the HOMO energy is -6.92 eV.

CARTESIAN COORDINATES (ANGSTROEM)
N 0.442 -0.822 1.597
C -0.187 -0.851 0.234
C -1.362 -0.015 0.163
C -1.309 0.974 -0.819
C 0.026 0.784 -1.238
O 0.647 1.412 -2.246
N 0.738 -0.180 -0.607
H 1.258 -1.435 1.646
H -0.246 -1.134 2.281
H -2.227 -0.215 0.808
H 0.737 0.147 1.808
H -0.064 1.961 -2.612
H 1.548 -0.626 -1.016

These are the Löwdin partial charges, in e, on atoms 1 to 6: N 0.151; C -0.342; C -0.180; C -0.063; C -0.462; O 0.059



Entry 2:
Below is a structure of composition C2H3O2Tl at a distorted geometry, with properties calculated with the ωB97M-V functional and the def2-TZVPD basis.

Its spin multiplicity is 2. Its net charge is +1. The value obtained for the HOMO energy (alpha / beta) is -14.11 / -14.18 eV. As for the expectation value of S²: 0.753.

CARTESIAN COORDINATES (ANGSTROEM)
O 1.243 1.188 0.520
C 0.916 0.031 0.159
C -0.394 -0.640 0.410
H 2.183 1.412 0.386
H -0.679 -0.379 1.451
H -0.201 -1.725 0.268
O -1.012 0.026 -0.587
Tl -2.057 0.087 -2.607

These are the Löwdin partial charges, in e, on atoms 1 to 6: O 0.212; C 0.129; C -0.332; H 0.184; H 0.151; H 0.136



Entry 3:
Below is a cluster of 2 separate species, C26H22BF9NO5S3 in total at a distorted geometry, with properties calculated with the ωB97M-V functional and the def2-TZVPD basis.

Its spin multiplicity is 1. Its net charge is -1. The value obtained for the HOMO energy is -4.87 eV.

CARTESIAN COORDINATES (ANGSTROEM)
C 5.146 1.355 2.680
C 3.770 0.977 2.298
C 3.196 -0.277 2.348
C 1.819 -0.299 1.971
C 1.377 0.938 1.510
B -0.157 1.504 1.262
C -1.088 0.174 1.030
C -1.530 -0.564 2.114
C -2.369 -1.656 1.904
C -2.855 -2.472 3.069
F -2.524 -3.796 2.931
F -2.324 -2.048 4.254
F -4.220 -2.411 3.190
C -2.764 -2.019 0.623
C -2.313 -1.256 -0.444
C -2.730 -1.633 -1.831
F -1.981 -0.995 -2.782
F -2.584 -2.982 -2.049
F -4.038 -1.329 -2.079
C -1.496 -0.141 -0.247
O -0.685 2.146 2.445
C -1.774 3.057 2.335
C -1.557 4.081 1.187
C -2.867 4.797 0.906
C -0.498 5.093 1.591
C -1.127 3.326 -0.108
O -0.111 2.362 0.105
S 2.630 2.140 1.682
H 5.728 0.453 2.886
H 5.620 1.912 1.866
H 5.151 1.988 3.575
H 3.743 -1.162 2.663
H 1.186 -1.170 2.019
H -1.222 -0.317 3.129
H -3.401 -2.883 0.455
H -1.175 0.447 -1.104
H -2.729 2.514 2.183
H -1.838 3.589 3.299
H -2.742 5.513 0.083
H -3.638 4.071 0.624
H -3.211 5.348 1.791
H -0.348 5.810 0.776
H -0.836 5.642 2.479
H 0.448 4.582 1.816
H -2.014 2.833 -0.557
H -0.728 4.050 -0.836
F 3.713 0.046 -2.947
C 3.682 0.363 -1.637
F 4.524 -0.471 -0.959
F 4.154 1.639 -1.486
S 1.983 0.285 -1.005
N 1.573 -1.205 -1.954
C 1.001 -1.153 -3.247
O 0.824 -0.130 -3.884
C 0.672 -2.554 -3.615
C 0.878 -3.458 -2.592
C 0.522 -4.800 -2.694
C -0.069 -5.247 -3.880
C -0.297 -4.337 -4.927
C 0.066 -2.997 -4.799
S 1.543 -2.715 -1.152
O 2.875 -3.177 -0.901
O 0.571 -2.643 -0.094
H 0.708 -5.464 -1.852
H -0.360 -6.295 -3.985
H -0.773 -4.701 -5.841
H -0.127 -2.277 -5.591

These are the Löwdin partial charges, in e, on atoms 1 to 6: C -0.128; C -0.598; C -0.141; C -0.181; C -0.477; B -0.964